DFT (ωB97M-V/def2-TZVPD) results for the molecule C3H4N2O2.

Computed properties:
Charge = 0
Energy relative to the best compared isomer or geometry (same formula, charge and spin) = 743.7 kJ/mol
E = -10244.5570 eV
HOMO level (spin up / spin down) = -9.25 / -8.96 eV

Structure (XYZ):
```
11
Properties=species:S:1:pos:R:3:forces:R:3
C -0.519 1.261 -0.041 -0.20 -0.05 0.65
C -0.094 -0.310 0.558 -0.16 0.36 -0.51
C 0.877 -0.495 1.480 0.18 0.01 0.05
O -0.102 -0.965 -2.064 0.09 0.24 0.23
N 0.442 -0.117 -1.156 -0.67 0.27 0.04
N -0.148 1.152 -1.297 0.34 -0.57 -0.16
O -1.164 1.992 0.651 0.26 -0.26 -0.29
H -0.855 -0.487 -2.471 0.16 -0.01 0.09
H -1.009 -0.897 0.616 0.05 -0.01 -0.04
H 0.728 -1.121 2.352 -0.02 0.02 -0.06
H 1.843 -0.013 1.373 -0.04 0.00 0.00
```
Positions in Å, forces in eV/Å.